# 1
Computed, not measured: C9H10Cl2N2 as an isolated structure at a distorted geometry, with wB97M-V/def2-TZVPD.

Atoms and positions in Å:
C  -2.760  -0.875  0.010
C  -2.937  0.465  -0.170
C  -1.459  -1.463  0.059
C  -1.779  1.357  -0.269
C  -0.363  -0.664  -0.098
C  -0.517  0.754  -0.198
C  1.891  -0.039  0.032
C  1.454  -2.443  -0.047
C  1.207  2.626  0.221
N  0.967  -1.092  0.090
N  0.707  1.382  -0.408
Cl  3.132  -0.024  -1.137
Cl  2.654  0.015  1.600
H  -3.614  -1.595  0.054
H  -3.973  0.760  -0.374
H  -1.388  -2.619  0.132
H  -2.026  2.469  -0.358
H  1.582  -2.528  -1.129
H  2.465  -2.517  0.364
H  0.863  -3.104  0.478
H  2.035  2.991  -0.368
H  0.357  3.375  0.182
H  1.503  2.772  1.334

Atomic forces in eV per Å
C 0.427 -1.832 -0.103
C 0.917 0.906 -0.503
C -1.183 -1.808 -0.290
C -1.721 -0.601 0.343
C 0.023 0.017 0.903
C -0.562 0.554 -0.102
C -3.483 1.866 0.087
C 1.744 2.067 -1.540
C -1.809 1.186 1.000
N -0.449 1.656 -0.630
N 3.979 -2.166 2.032
Cl 0.609 -0.019 -1.303
Cl 0.551 0.903 1.093
H 0.677 0.953 -0.034
H 0.601 0.553 0.375
H 0.039 2.240 0.004
H 0.976 -1.709 0.012
H -0.289 -1.306 0.028
H -0.144 0.209 0.172
H -1.490 -1.624 0.565
H 0.112 0.090 -0.211
H 0.894 -0.683 -0.452
H -0.420 -1.451 -1.448

Computed properties:
total charge = 0
frontier orbital gap = 8.368 eV
highest occupied orbital energy = -0.28254 Eh
relative energy (zero: lowest compared OMol25 entry of this formula, charge and spin) = 0.00 kJ/mol

Results of the natural (NBO) charge analysis, in e, for atoms 1 through 8: C -0.2297; C -0.2278; C -0.2436; C -0.2766; C 0.1181; C 0.1804; C 0.2193; C -0.4069

# 2
Computed, not measured: C9H10Cl2Si in the gas phase at a distorted geometry, with wB97M-V/def2-TZVPD.

Atoms and positions in Å:
C  -1.566  -2.681  1.019
C  -0.807  -2.117  2.056
C  -1.307  -2.391  -0.297
C  0.228  -1.240  1.693
C  -0.402  -1.413  -0.602
C  0.449  -0.845  0.350
C  0.903  3.189  -0.279
C  0.577  1.955  -0.765
C  -0.636  1.745  -1.664
Si  1.648  0.506  -0.198
Cl  3.008  1.348  1.769
Cl  3.090  -0.121  -1.429
H  -2.338  -3.385  1.258
H  -0.998  -2.644  3.013
H  -1.929  -2.845  -1.167
H  0.869  -0.711  2.387
H  -0.356  -0.933  -1.599
H  1.678  3.440  0.464
H  0.491  4.120  -0.598
H  -0.827  2.647  -2.343
H  -1.451  1.600  -0.957
H  -0.326  0.777  -2.112

Atomic forces in eV per Å
C 0.499 -0.163 0.447
C 0.178 -1.041 -0.786
C -1.985 -0.463 -2.068
C 0.255 0.614 -0.076
C 1.227 1.493 -1.252
C -0.480 -0.527 1.075
C 0.791 -1.198 0.067
C 1.292 2.560 1.189
C 1.494 0.132 0.114
Si -0.402 1.235 2.886
Cl -1.738 -1.116 -2.262
Cl 0.259 -0.149 -0.455
H -0.218 -0.307 0.133
H 0.498 1.339 -0.207
H 1.072 0.783 1.798
H -0.065 -0.478 0.567
H -0.070 -1.231 0.346
H -0.106 -0.953 -0.427
H -1.084 0.300 -0.530
H 0.306 -1.606 0.743
H -0.375 -0.204 -0.437
H -1.347 0.980 -0.864

Computed properties:
total charge = 0
frontier orbital gap = 10.034 eV
highest occupied orbital energy = -0.35626 Eh
relative energy (zero: lowest compared OMol25 entry of this formula, charge and spin) = 179.51 kJ/mol

Results of the natural (NBO) charge analysis, in e, for atoms 1 through 8: C -0.1887; C -0.2237; C -0.2092; C -0.1712; C -0.1905; C -0.5508; C -0.3232; C -0.5136

# 3
Computed, not measured: C9H10ClEuNO4 as an isolated structure at a distorted geometry, with wB97M-V/def2-TZVPD.

Atoms and positions in Å:
N  2.293  -2.417  0.904
C  2.594  -1.093  0.294
C  1.631  -0.805  -0.940
C  0.958  0.609  -0.890
C  0.025  1.074  0.268
C  -1.352  1.416  0.113
C  -2.340  1.231  -1.094
C  -2.663  -0.344  -0.946
O  -1.743  -1.240  -0.986
Cl  -4.313  -0.996  -0.556
C  -1.614  2.221  1.397
O  -2.169  3.293  1.332
O  -0.712  2.065  2.489
C  0.170  1.199  1.807
O  0.618  0.251  2.423
H  1.928  -2.237  1.851
H  1.604  -2.935  0.348
H  3.669  -1.046  -0.073
H  2.503  -0.223  0.998
H  0.843  -1.572  -1.147
H  2.308  -0.799  -1.852
H  0.473  0.883  -1.868
H  1.842  1.332  -0.811
H  -3.330  1.684  -0.817
H  -1.945  1.446  -2.112
Eu  -1.278  -2.999  -0.131

Atomic forces in eV per Å
N -0.520 1.231 0.681
C -0.086 0.416 -1.034
C 1.082 1.052 -0.371
C 1.167 1.442 0.578
C -3.825 0.676 -1.018
C 3.467 -0.816 1.093
C -0.857 -1.843 2.348
C 0.986 -1.041 -0.151
O -3.565 5.839 -1.790
Cl 2.223 1.226 -0.559
C -0.917 5.044 -0.677
O -0.588 -2.233 0.077
O 0.450 -2.008 -4.032
C 0.350 -3.481 2.001
O 0.440 1.610 -0.983
H 0.246 -0.500 -0.456
H 0.525 0.045 0.205
H -1.344 -0.382 0.361
H -0.063 -1.242 -0.283
H 0.516 0.027 0.328
H -1.186 -0.036 0.818
H 0.251 -0.426 1.019
H -1.055 -0.805 -0.199
H 1.129 0.204 -0.730
H -0.299 -0.097 0.743
Eu 1.475 -3.903 2.031

Computed properties:
total charge = +2
frontier orbital gap (spin up / spin down) = 6.578 / 6.671 eV
multiplicity = 8
highest occupied orbital energy (spin up / spin down) = -0.58742 / -0.58793 Eh

Results of the Löwdin charge analysis, in e, for atoms 1 through 8: N 0.0111; C -0.2333; C -0.1800; C -0.1155; C 0.0016; C -0.0472; C 0.0066; C -0.5341

# 4
Computed, not measured: a 2-piece molecular cluster, C9H10ClN2O overall at a distorted geometry, with wB97M-V/def2-TZVPD.

Atoms and positions in Å:
C  -3.818  0.511  -0.287
C  -3.149  0.830  0.861
C  -3.115  0.012  -1.366
C  -1.784  0.471  1.053
C  -1.738  -0.203  -1.269
C  -1.152  0.003  -0.055
C  2.838  -1.712  0.874
C  1.623  0.003  0.014
C  2.051  1.347  -0.295
N  2.604  -2.047  -0.386
N  2.116  -0.626  1.206
O  1.954  -0.969  -1.050
Cl  3.965  1.587  -0.224
H  -4.801  0.795  -0.288
H  -3.701  1.359  1.704
H  -3.494  -0.092  -2.306
H  -1.201  0.739  2.030
H  -1.054  -0.413  -2.066
H  3.475  -2.286  1.578
H  1.668  2.043  0.327
H  1.700  1.688  -1.227
H  2.502  -2.982  -0.757
H  2.513  -0.057  1.930

Atomic forces in eV per Å
C 2.072 -0.088 0.065
C 0.559 0.145 2.587
C 1.741 0.203 1.401
C 0.692 1.474 1.892
C 0.625 0.072 0.441
C 0.455 0.214 0.468
C -1.236 -0.429 -0.246
C -0.416 -2.171 -0.911
C 2.334 -0.916 -1.129
N 0.170 1.620 1.118
N 1.750 -0.508 -1.109
O -0.364 -0.187 1.567
Cl -1.845 -0.470 -0.062
H -2.452 0.379 -0.630
H 0.836 -0.893 -1.140
H -1.489 -0.391 -2.285
H -1.378 -0.612 -1.891
H -0.339 -0.370 -0.818
H -0.691 0.338 -0.609
H -1.011 2.091 2.661
H 0.034 -0.082 -1.527
H 0.172 0.073 -0.431
H -0.219 0.509 0.587

Computed properties:
total charge = +1
frontier orbital gap (spin up / spin down) = 7.172 / 8.054 eV
highest occupied orbital energy (spin up / spin down) = -0.44895 / -0.46012 Eh
relative energy (zero: lowest compared OMol25 entry of this formula, charge and spin) = 556.72 kJ/mol

Results of the natural (NBO) charge analysis, in e, for atoms 1 through 8: C -0.2115; C -0.1699; C -0.1611; C -0.3431; C -0.3371; C 0.1849; C 0.3475; C 0.4173